1.
Formula: C5H11O2
Source: the OMol25 dataset
Level of theory: the ωB97M-V functional and the def2-TZVPD basis

The geometry in XYZ format:
```
18
Properties=species:S:1:pos:R:3:forces:R:3
C 1.40703 -0.49887 -2.25968 -0.4236 -0.2797 -0.9081
C 1.64414 -0.42622 -0.77472 0.5125 0.5102 1.4852
C 1.09752 0.90405 -2.87157 -0.0783 0.0664 -0.3580
O 0.52643 0.85039 -3.98659 0.0870 -0.0285 -0.0870
O 1.40429 1.91572 -2.21583 0.2066 0.1888 0.2849
H 2.23112 -0.94030 -2.83132 0.3084 0.2138 0.2816
H 0.55776 -1.05217 -2.67557 -0.1401 -0.3460 0.8838
H 0.88961 0.16748 -0.26011 -0.3261 0.2123 -0.3249
H 2.55097 0.16028 -0.59787 -0.0080 0.1408 -0.2196
H 1.78046 -1.26009 -0.06372 -0.1565 -0.6765 -1.0184
C -2.34708 0.40024 2.05017 -0.7844 0.4262 -1.4457
C -1.18287 -0.36882 2.61131 0.7222 -0.1452 1.2091
H -3.30714 -0.12267 2.00875 0.0900 -0.1331 0.7181
H -2.50823 1.39660 2.45946 0.0610 -0.1094 0.3180
H -2.21483 0.57988 0.97688 0.3769 0.0678 0.0803
H -0.29696 -0.29673 1.98455 -0.1132 -0.3235 -0.2630
H -1.41386 -1.40361 2.86512 -0.0091 -0.1673 -0.5816
H -0.81836 -0.00516 3.58073 -0.3254 0.3829 -0.0544
```
Positions in Å, forces in eV/Å.

Output
- Net charge: -1
- ΔE to the lowest compared entry with this formula, charge and spin: 67.4 kJ/mol
- DFT total energy: -347.62400 a.u.

---

2.
Formula: C5H11O2
Source: the OMol25 dataset
Level of theory: the ωB97M-V functional and the def2-TZVPD basis

The geometry in XYZ format:
```
18
Properties=species:S:1:pos:R:3:forces:R:3
C -1.49342 1.53117 -0.45106 -0.3042 0.0691 1.0055
C -0.89706 1.67654 0.97830 0.8136 2.7429 0.4034
O 0.36201 1.80728 1.05133 -0.5544 -1.1158 -0.4350
O -1.69961 1.98546 1.89291 -0.3101 -0.9341 -0.1403
H -1.15872 2.38057 -1.03880 0.5539 -0.1909 -0.2568
H -2.57126 1.66764 -0.38616 -0.1605 -0.5256 -0.0126
H -1.19645 0.56583 -0.83810 -0.0479 -0.0973 -0.6004
C 0.60316 -2.00195 -0.79605 -1.4405 0.9192 -0.9781
C 1.51726 -0.95164 -1.38955 1.2142 0.6376 0.6232
C 1.30212 -3.31529 -0.54362 -0.6976 -1.2164 -0.5266
H 0.01499 -1.62955 0.05436 0.9611 0.0597 0.4313
H -0.26363 -2.05836 -1.46955 0.2915 -0.7795 -0.4536
H 1.99001 -1.20617 -2.34012 -0.2766 -0.6122 -0.1505
H 2.36927 -0.84492 -0.70096 -0.1465 0.3596 -0.1006
H 0.63639 -4.16079 -0.75321 -0.3994 0.0788 0.5201
H 2.06748 -3.57427 -1.28592 0.4367 0.7031 0.3667
H 1.09960 0.04279 -1.55867 -0.2875 -0.1543 0.4616
H 1.64205 -3.42279 0.48557 0.3544 0.0560 -0.1572
```
Positions in Å, forces in eV/Å.

Output
- Net charge: -1
- ΔE to the lowest compared entry with this formula, charge and spin: 69.5 kJ/mol
- DFT total energy: -347.62318 a.u.